Record 1
ORCA calculation (ωB97M-V/def2-TZVPD) on one molecule with the formula C10H15N5O4 in a non-equilibrium geometry.

The geometry in ORCA input format:
```
! RIJCOSX wB97M-V def2-TZVPD def2/J DEFGRID3
* xyz 0 1
H -6.25023 0.45884 0.71073
H 1.70197 -0.62677 -1.55930
C -2.17180 -1.34049 -0.62754
H 6.68121 -0.17668 0.37646
H 5.22274 1.67666 -0.62714
C 4.89044 -1.18423 0.89820
H -2.03446 1.49854 -0.27177
H 2.25059 2.04727 0.32788
O -1.17373 -1.79168 -1.27965
C -1.85815 -0.34515 0.51711
C -3.07057 -0.11319 1.31182
H -1.04647 -0.65849 1.19182
N 1.18776 -0.88196 -0.73593
C -4.19864 0.47236 0.54985
O -3.98607 1.34264 -0.33427
H -2.76150 0.65327 1.96838
H -5.49482 -0.86223 1.40514
N 5.67958 -0.28130 0.32299
H -3.28114 -0.94579 2.06175
O -3.31582 -1.66573 -0.90237
H 2.30908 1.27459 -1.29703
C 2.36090 1.08537 -0.21304
H 5.35513 -2.14192 1.36044
O 0.34998 2.29152 -0.82168
N -1.31057 0.82910 -0.19109
H 1.15389 -0.18547 1.02674
H 1.77865 -1.62096 -0.42709
C 4.88915 0.78429 -0.13816
C 3.60636 0.37504 0.18021
C -0.00152 1.24767 -0.24532
C 1.11760 0.27517 0.00169
N 3.60245 -0.87314 0.76710
N -5.39572 0.05980 0.97943
H -0.30643 -1.31328 -0.94966
*
```

Values from the calculation:
Structure (SMILES): NC(=O)C[C@H](NC(=O)[C@@H](N)Cc1c[nH]cn1)C(=O)O
HOMO: -0.3327 Ha
ΔE to the lowest compared entry with this formula, charge and spin: 252.74 kJ/mol
Calculated total energy: -26253.9501 eV

---

Record 2
ORCA calculation (ωB97M-V/def2-TZVPD) on a 3-piece molecular cluster, C4H13NS2 overall in a non-equilibrium geometry.

The geometry in ORCA input format:
```
! RIJCOSX wB97M-V def2-TZVPD def2/J DEFGRID3
* xyz 0 1
H 0.87935 1.13844 -2.45587
H 0.46129 -0.34299 -3.45616
H -2.20252 1.26560 1.42142
C 0.42862 0.13974 -2.47366
C -0.30960 -1.09608 1.36006
H 0.10964 1.07520 1.56444
H 1.32602 -2.50249 1.37385
H -0.62501 -1.74951 0.54754
H -1.70342 1.26953 -0.16913
S -0.62970 2.31308 -1.77012
C 1.12132 -1.47918 1.69855
H 0.65914 2.65446 -1.64422
H -0.63699 0.35484 -2.24300
H 1.40916 -1.40617 2.75093
S 1.11598 -1.00019 -1.31022
H 1.80402 -0.82294 1.14077
C -0.40981 0.33721 0.93658
H 0.06473 0.43130 -0.08975
H -1.06220 -1.29133 2.14116
N -1.80002 0.71148 0.67682
*
```

Values from the calculation:
HOMO: -0.3125 Ha
ΔE to the lowest compared entry with this formula, charge and spin: 524.90 kJ/mol
Calculated total energy: -27514.0567 eV

---

Record 3
ORCA calculation (ωB97M-V/def2-TZVPD) on a 2-piece molecular cluster, C5H13N2O overall in a non-equilibrium geometry.

The geometry in ORCA input format:
```
! RIJCOSX wB97M-V def2-TZVPD def2/J DEFGRID3
* xyz 1 1
H -2.51978 1.09116 1.87296
C -0.61089 0.23668 1.26581
H 4.48742 -0.98664 -1.55539
C -2.87565 -0.48099 0.40443
H 3.97101 -0.55387 0.00470
H 0.02715 1.63926 -0.29169
H -3.72856 -0.91201 0.93462
O -3.31607 0.24256 -0.74833
N 1.48580 0.07290 -0.00331
H -0.51675 0.03788 -0.87378
N 4.48795 -1.20166 -0.57127
H -0.24396 -0.77683 1.50153
H 2.33505 1.53194 -1.23920
H -4.27759 0.25391 -0.81630
C 1.93724 0.51056 -1.13314
C 0.09601 0.55267 -0.12870
H 5.42054 -1.18004 -0.17902
C -2.01541 0.36941 1.23210
H -2.31252 -1.28706 -0.06928
H 1.89620 -0.16283 -2.00310
H -0.14895 0.91380 1.98070
*
```

Values from the calculation:
HOMO: -0.4479 Ha
ΔE to the lowest compared entry with this formula, charge and spin: 784.97 kJ/mol
Calculated total energy: -10410.0603 eV

---

Record 4
ORCA calculation (ωB97M-V/def2-TZVPD) on a 2-piece molecular cluster, C4H8N2 overall in a non-equilibrium geometry.

The geometry in ORCA input format:
```
! RIJCOSX wB97M-V def2-TZVPD def2/J DEFGRID3
* xyz 2 1
H -2.88909 -0.82564 0.37863
H -1.82073 -1.59314 -0.86084
H -2.04592 2.02973 -0.87613
H 2.91960 -1.42201 -0.31804
N -1.45588 2.00729 -0.08657
C -1.86364 -1.22239 0.22810
H 4.03916 -0.03305 0.02430
C -0.64175 -0.46242 0.13744
C 1.84290 0.28901 0.05130
H -1.77217 -2.07903 0.97148
H 1.76124 1.28902 0.11017
N 0.52632 -0.48663 -0.08034
C 3.04352 -0.41979 -0.05991
H -1.64355 2.92906 0.38042
*
```

Values from the calculation:
HOMO (spin up / spin down): -0.7200 / -0.7192 Ha
ΔE to the lowest compared entry with this formula, charge and spin: 573.27 kJ/mol
Calculated total energy: -7231.5924 eV

---

Which of these has the highest ΔE to the lowest compared entry with this formula, charge and spin? C5H13N2O

---

What is the ΔE to the lowest compared entry with this formula, charge and spin in the first record? 252.74 kJ/mol